No. 1
A molecular structure, C17H39Cl4F12N4O9S at a distorted geometry, computed with ωB97M-V/def2-TZVPD.

Each line ends with the Mulliken charge.
Cartesian coordinates (Å):
N (3.360, 2.395, -2.795)  -0.25
H (3.120, 2.567, -3.765)  0.33
H (4.372, 2.443, -2.669)  0.44
H (3.191, 1.407, -2.607)  0.29
H (2.819, 2.890, -2.065)  0.21
N (4.049, 4.799, -0.018)  -0.39
H (4.624, 3.968, 0.057)  0.33
H (3.704, 5.007, -0.951)  0.32
H (4.493, 5.676, 0.263)  0.41
H (3.243, 4.714, 0.607)  0.31
N (2.518, -0.224, 0.112)  -0.10
H (2.682, -1.081, 0.652)  0.24
H (3.339, 0.373, 0.159)  0.40
H (1.644, 0.348, 0.244)  0.29
H (2.620, -0.577, -0.838)  0.42
N (-0.136, 2.757, -4.997)  -0.30
H (0.380, 3.588, -4.708)  0.38
H (-0.555, 2.414, -4.133)  0.16
H (0.683, 2.199, -5.217)  0.36
H (-0.839, 2.913, -5.718)  0.39
C (-0.894, 3.518, 0.428)  0.34
F (-2.045, 2.869, 0.495)  -0.07
F (-1.121, 4.682, -0.155)  -0.19
F (-0.463, 3.720, 1.652)  -0.15
S (0.390, 2.534, -0.536)  0.92
O (0.501, 1.276, 0.203)  -1.16
O (-0.202, 2.367, -1.882)  -0.31
O (1.669, 3.303, -0.566)  -0.71
C (1.583, -5.654, 3.430)  -1.34
C (1.891, -4.497, 2.500)  -0.01
O (1.525, -3.285, 3.129)  -0.18
C (1.887, -2.114, 2.657)  0.50
O (2.485, -1.921, 1.608)  -0.78
C (1.416, -0.860, 3.475)  0.89
F (0.992, 0.154, 2.706)  -0.23
F (0.451, -1.272, 4.315)  -0.18
F (2.408, -0.378, 4.209)  -0.26
H (2.063, -5.519, 4.401)  0.35
H (2.031, -6.561, 3.019)  0.40
H (0.578, -5.985, 3.687)  0.34
H (1.241, -4.584, 1.627)  0.19
H (2.953, -4.533, 2.260)  0.33
C (-3.281, 4.572, -2.818)  -0.82
C (-4.212, 3.572, -3.460)  0.16
O (-5.408, 4.256, -3.768)  -0.28
C (-6.318, 3.682, -4.526)  0.37
O (-6.428, 2.482, -4.690)  -0.51
C (-7.222, 4.669, -5.295)  0.80
F (-7.178, 4.351, -6.591)  -0.24
F (-8.501, 4.657, -4.921)  -0.23
F (-6.770, 5.913, -5.078)  -0.24
H (-2.310, 4.145, -2.560)  -0.01
H (-3.818, 4.860, -1.915)  0.34
H (-3.076, 5.384, -3.516)  0.38
H (-4.416, 2.799, -2.718)  -0.10
H (-3.827, 3.094, -4.364)  0.35
C (-5.271, 0.348, 0.239)  -1.33
C (-4.515, 0.367, 1.564)  0.28
O (-4.407, -0.966, 2.086)  -0.31
C (-3.334, -1.241, 2.817)  0.37
O (-2.470, -0.467, 3.114)  -0.58
C (-3.300, -2.652, 3.365)  0.87
F (-3.415, -2.637, 4.668)  -0.23
F (-4.215, -3.439, 2.800)  -0.23
F (-2.064, -3.188, 3.146)  -0.19
H (-4.950, -0.407, -0.472)  0.27
H (-5.274, 1.320, -0.257)  0.32
H (-6.307, 0.272, 0.576)  0.41
H (-4.896, 1.081, 2.293)  0.48
H (-3.535, 0.789, 1.327)  -0.15
Cl (-2.938, 2.392, 6.990)  -0.16
C (-2.811, 2.086, 5.268)  -0.21
C (-1.382, 2.441, 4.789)  0.30
Cl (-1.089, 4.210, 4.993)  -0.19
H (-3.587, 2.658, 4.764)  0.36
H (-3.006, 1.016, 5.242)  -0.04
H (-1.227, 2.210, 3.736)  -0.40
H (-0.669, 1.824, 5.334)  0.36
Cl (-2.916, 0.486, -2.169)  -0.11
C (-1.477, -0.540, -1.779)  -0.33
C (-1.435, -0.910, -0.316)  0.33
Cl (-0.312, -2.236, -0.055)  -0.15
H (-0.585, 0.047, -1.988)  -0.13
H (-1.506, -1.462, -2.357)  0.57
H (-2.360, -1.363, 0.042)  0.27
H (-1.187, -0.107, 0.373)  -0.37

Total charge: +3
Total energy: -5003.68895 a.u.
Frontier orbital gap: 4.6 eV
HOMO level: -0.551 Eh
Relative energy (zero: lowest compared OMol25 entry of this formula, charge and spin): 26.37 kcal/mol

***

No. 2
A molecular structure, C17H39MnN5O7P4S2Si at a distorted geometry, computed with ωB97M-V/def2-TZVPD.

Each line ends with the Mulliken charge.
Cartesian coordinates (Å):
Mn (0.343, -0.566, -0.124)  1.37
N (-1.952, 0.910, 1.783)  0.65
C (-2.546, -0.387, 2.153)  0.94
C (-3.699, -0.204, 3.112)  -1.80
P (-1.152, -1.347, 2.925)  0.40
O (-1.600, -2.889, 2.771)  -0.55
O (-1.002, -0.920, 4.330)  -0.89
O (0.054, -1.202, 2.026)  -0.45
P (-3.035, -1.179, 0.551)  0.31
O (-4.073, 0.035, 0.119)  -0.53
O (-3.763, -2.454, 0.681)  -0.87
O (-1.822, -1.073, -0.326)  -0.13
H (-1.404, 1.282, 2.565)  0.39
H (-2.682, 1.565, 1.471)  0.23
H (-1.317, 0.826, 0.925)  -0.87
H (-3.335, -0.083, 4.134)  0.46
H (-4.329, -1.090, 3.063)  0.43
H (-4.314, 0.653, 2.830)  0.39
H (-2.427, -3.093, 3.200)  0.35
H (-4.826, -0.385, -0.287)  0.31
N (0.662, -3.967, 1.422)  -0.34
C (0.157, -3.940, 0.173)  0.00
N (0.300, -2.949, -0.648)  0.75
C (-0.237, -3.218, -1.882)  -0.53
C (-0.761, -4.466, -2.017)  -0.65
S (-0.631, -5.344, -0.539)  -0.28
C (-0.198, -2.174, -2.886)  -0.54
C (-0.552, -2.255, -4.197)  -0.51
S (-0.318, -0.738, -4.994)  -0.27
C (0.254, -0.080, -3.468)  -0.19
N (0.254, -0.939, -2.503)  1.06
N (0.752, 1.170, -3.337)  -0.19
H (0.721, -3.033, 1.831)  0.00
H (0.254, -4.650, 2.043)  0.33
H (-1.234, -4.903, -2.871)  0.48
H (-0.927, -3.097, -4.737)  0.49
H (0.460, 1.849, -4.024)  0.40
H (0.717, 1.490, -2.369)  -0.47
C (3.598, -2.235, 0.329)  -1.66
P (2.831, -0.913, -0.691)  1.22
C (3.543, -1.324, -2.337)  -1.49
C (3.886, 0.539, -0.207)  -1.06
C (3.638, 0.914, 1.252)  -1.40
P (1.821, 1.223, 1.549)  1.48
C (1.804, 1.240, 3.394)  -1.59
C (1.786, 3.043, 1.250)  -1.51
H (4.686, -2.190, 0.281)  0.44
H (3.248, -3.201, -0.031)  0.43
H (3.257, -2.114, 1.356)  0.37
H (4.629, -1.407, -2.301)  0.50
H (3.254, -0.560, -3.056)  0.33
H (3.121, -2.276, -2.657)  0.36
H (3.613, 1.374, -0.862)  0.28
H (4.942, 0.301, -0.371)  0.58
H (4.218, 1.801, 1.523)  0.59
H (3.952, 0.102, 1.913)  0.47
H (2.760, 1.567, 3.802)  0.48
H (1.565, 0.244, 3.762)  0.30
H (1.020, 1.920, 3.723)  0.45
H (2.544, 3.556, 1.840)  0.55
H (0.800, 3.415, 1.518)  0.29
H (1.935, 3.241, 0.193)  0.26
C (-2.470, 2.097, -2.467)  -1.25
Si (-1.290, 2.699, -1.081)  0.94
C (-2.406, 3.528, 0.258)  -1.61
C (-0.294, 4.183, -1.805)  -1.40
O (-0.406, 1.547, -0.450)  -0.38
H (-3.440, 2.582, -2.406)  0.46
H (-2.630, 1.027, -2.367)  0.17
H (-2.086, 2.277, -3.469)  0.35
H (-2.701, 4.525, -0.057)  0.49
H (-1.895, 3.638, 1.213)  0.40
H (-3.327, 2.968, 0.411)  0.34
H (-0.959, 4.823, -2.379)  0.42
H (0.525, 3.898, -2.461)  0.34
H (0.129, 4.793, -1.012)  0.36

Total energy: -5074.38560 a.u.
Frontier orbital gap (alpha / beta): 8.2 / 8.2 eV
Spin multiplicity: 6
HOMO level (alpha / beta): -0.284 / -0.284 Eh
Relative energy (zero: lowest compared OMol25 entry of this formula, charge and spin): 10.97 kcal/mol

***

No. 3
11 unconnected molecules or ions with the total composition C17H39N7O28S3 at a distorted geometry, computed with ωB97M-V/def2-TZVPD.

Each line ends with the Mulliken charge.
Cartesian coordinates (Å):
C (2.194, 0.169, -3.457)  -0.29
N (0.962, -0.647, -3.629)  0.90
O (0.993, -1.888, -3.601)  -0.50
O (-0.128, -0.042, -3.787)  -0.51
H (2.209, 0.318, -2.377)  -0.12
H (2.126, 1.038, -4.111)  0.26
H (3.053, -0.455, -3.705)  0.29
C (-3.709, -2.622, 2.729)  -0.99
N (-2.277, -2.681, 2.405)  0.95
O (-1.928, -2.481, 1.216)  -0.39
O (-1.553, -3.141, 3.296)  -0.54
H (-3.745, -1.760, 3.395)  0.31
H (-4.014, -3.444, 3.378)  0.37
H (-4.276, -2.471, 1.810)  0.32
C (4.243, -2.855, 0.600)  -0.79
N (3.825, -2.795, -0.758)  1.14
O (2.951, -3.578, -1.149)  -0.55
O (4.254, -1.982, -1.462)  -0.60
H (4.485, -3.876, 0.893)  0.26
H (3.402, -2.462, 1.171)  0.18
H (5.141, -2.240, 0.668)  0.31
C (1.780, -0.225, 3.991)  -0.77
N (2.573, -1.411, 3.613)  0.98
O (3.774, -1.370, 3.829)  -0.56
O (1.935, -2.355, 3.121)  -0.48
H (2.362, 0.694, 3.932)  0.26
H (1.399, -0.398, 4.997)  0.38
H (0.906, -0.190, 3.341)  0.18
C (-1.228, 3.507, 2.566)  -0.81
N (-0.804, 2.110, 2.611)  0.84
O (0.329, 1.839, 2.148)  -0.37
O (-1.543, 1.279, 3.177)  -0.50
H (-2.318, 3.507, 2.566)  0.30
H (-0.803, 4.018, 1.703)  0.24
H (-1.052, 4.013, 3.516)  0.31
C (2.021, 3.723, -0.406)  -0.83
N (0.788, 3.579, -1.166)  1.09
O (0.748, 2.817, -2.100)  -0.45
O (-0.213, 4.234, -0.782)  -0.60
H (2.813, 4.106, -1.049)  0.37
H (2.256, 2.789, 0.103)  0.09
H (1.749, 4.410, 0.396)  0.33
C (-0.559, -0.258, -0.387)  -0.68
N (0.770, -0.592, 0.107)  1.17
O (0.957, -1.698, 0.560)  -0.41
O (1.677, 0.227, 0.045)  -0.29
H (-0.435, 0.617, -1.024)  -0.18
H (-1.232, -0.154, 0.464)  -0.01
H (-0.859, -1.183, -0.879)  0.43
O (5.309, 4.154, 0.079)  -0.50
S (6.056, 3.079, 0.750)  1.04
O (7.302, 3.327, 1.488)  -0.53
O (5.063, 2.216, 1.768)  -0.36
C (4.914, 0.871, 1.343)  0.15
C (5.111, 0.868, -0.164)  0.16
O (6.228, 1.723, -0.222)  -0.42
H (5.624, 0.275, 1.917)  0.40
H (3.946, 0.455, 1.621)  -0.34
H (4.300, 1.385, -0.675)  0.03
H (5.282, -0.129, -0.571)  0.34
O (-7.426, -2.295, 1.055)  -0.48
S (-7.272, -0.923, 1.361)  1.06
O (-8.339, -0.119, 2.018)  -0.52
O (-5.844, -0.619, 2.219)  -0.36
C (-4.906, 0.216, 1.624)  0.15
C (-5.686, 0.893, 0.541)  -0.20
O (-6.658, 0.032, 0.067)  -0.34
H (-4.486, 0.737, 2.484)  0.26
H (-4.032, -0.319, 1.254)  -0.12
H (-5.072, 1.209, -0.302)  0.28
H (-6.199, 1.817, 0.808)  0.27
O (-0.801, -7.318, -1.954)  -0.55
S (0.461, -6.833, -1.411)  1.08
O (1.710, -7.430, -1.925)  -0.52
O (0.413, -5.136, -1.600)  -0.29
C (-0.270, -4.682, -0.452)  0.23
C (0.298, -5.432, 0.776)  0.04
O (0.453, -6.701, 0.245)  -0.42
H (-0.104, -3.607, -0.380)  -0.43
H (-1.347, -4.831, -0.520)  0.39
H (-0.223, -5.318, 1.726)  0.30
H (1.272, -4.968, 0.933)  0.14
O (-4.296, 1.977, -3.083)  -0.62
C (-3.576, 2.802, -3.676)  0.44
C (-2.065, 3.020, -3.551)  0.34
C (-1.866, 4.442, -3.956)  -0.52
C (-3.041, 4.704, -4.864)  -0.46
O (-4.048, 3.803, -4.442)  -0.36
H (-1.753, 2.820, -2.525)  -0.16
H (-1.476, 2.378, -4.206)  0.14
H (-1.920, 4.930, -2.983)  0.23
H (-0.922, 4.584, -4.483)  0.32
H (-3.347, 5.746, -4.763)  0.35
H (-2.764, 4.453, -5.888)  0.28

Total energy: -4354.89028 a.u.
Frontier orbital gap: 8.8 eV
HOMO level: -0.381 Eh
Relative energy (zero: lowest compared OMol25 entry of this formula, charge and spin): 8.15 kcal/mol